Record 1
Molecular formula: C34H28N7O5S2Ti
Method: DFT, ωB97M-V/def2-TZVPD

Geometry as XYZ:
```
77
C34H28N7O5S2Ti | the OMol25 dataset | ωB97M-V/def2-TZVPD
C 9.19 9.38 17.22
N 10.64 12.03 13.29
N 7.75 13.51 11.14
C 6.34 5.70 8.47
C 10.03 10.81 15.46
H 5.54 16.37 9.72
H 12.30 9.79 12.12
C 7.50 15.77 10.27
C 8.22 14.82 10.92
N 10.14 14.00 11.98
C 12.06 11.91 8.61
C 9.51 11.01 9.08
H 9.61 9.90 7.25
H 7.41 11.19 9.31
C 11.09 8.26 10.87
H 6.31 5.43 7.41
O 10.14 16.16 11.01
C 14.04 6.45 9.53
C 14.84 8.15 11.02
C 13.53 8.66 11.21
C 13.74 14.65 12.53
H 10.67 9.07 18.73
O 10.78 9.31 11.54
H 16.05 6.72 10.00
C 11.29 12.31 9.72
O 13.26 9.58 12.19
C 5.65 6.94 8.95
N 8.92 7.68 10.84
C 12.77 6.93 9.67
C 10.41 9.63 17.84
H 14.98 13.06 13.37
C 9.85 11.40 14.06
C 9.67 15.05 11.27
H 14.22 5.51 8.93
H 12.16 15.83 11.63
C 13.98 13.46 13.23
H 6.02 4.88 9.13
H 14.50 15.37 12.30
S 6.25 7.47 10.56
C 8.22 10.47 9.51
H 11.67 13.03 10.47
N 10.23 7.29 10.49
H 12.04 10.85 6.79
H 11.84 6.57 9.17
C 15.08 7.05 10.21
C 6.18 15.55 9.91
C 11.47 11.07 7.72
H 8.59 8.54 17.57
O 8.20 10.38 10.92
C 8.96 10.02 15.94
H 12.19 10.86 17.89
C 11.47 13.95 12.40
C 11.29 10.54 17.33
C 13.01 12.50 13.60
C 12.45 14.89 12.14
C 11.75 12.86 13.21
H 15.66 8.71 11.38
C 7.99 7.05 10.24
O 8.64 11.31 13.69
H 8.10 9.83 15.31
C 6.40 13.33 10.92
C 12.49 7.97 10.56
N 11.08 11.10 16.18
H 8.00 9.47 9.14
H 8.85 9.66 11.18
H 13.11 12.28 8.42
S 8.15 5.86 8.91
N 10.07 11.80 9.99
C 10.17 10.61 7.92
C 5.62 14.31 10.39
H 4.58 6.70 9.07
H 5.84 7.79 8.18
H 13.21 11.53 14.09
H 4.51 14.15 10.45
Ti 9.13 12.22 11.85
H 5.94 12.46 11.38
H 8.02 16.66 10.16
```

Computed properties:
charge = -1
molar mass = 726.6 g mol⁻¹
LUMO energy (alpha / beta) = 2.123 / 2.121 eV
<S²> = 2.02
multiplicity = 3
highest occupied orbital energy (alpha / beta) = -2.65 / -4.97 eV
total energy = -3717.89937 a.u.
orbital gap (alpha / beta) = 0.1755 / 0.2607 Eh

***

Record 2
Molecular formula: C34H28NO4PReSSe
Method: DFT, ωB97M-V/def2-TZVPD

Geometry as XYZ:
```
71
C34H28NO4PReSSe | the OMol25 dataset | ωB97M-V/def2-TZVPD
H 0.56 3.00 0.91
C -1.47 2.63 0.32
C -1.80 5.38 0.32
H 2.29 3.20 -0.39
C 2.75 1.18 1.51
H 1.79 1.90 4.66
C -4.42 -2.53 -0.07
O -0.91 0.37 -2.27
Se 0.07 1.74 -2.67
C 3.20 3.35 -0.97
H -5.41 -2.94 0.02
H 3.97 3.69 -0.28
C 2.41 1.88 3.78
O 1.19 1.32 -3.74
C -2.05 -2.81 -0.45
C 4.40 2.35 -2.87
H 0.27 5.46 0.89
C 3.37 0.79 -1.37
H 0.57 -2.75 -0.88
H 3.01 4.16 -1.68
H 5.14 -0.76 0.87
C 4.60 0.01 -3.32
H 1.92 -4.52 0.79
H 0.78 -0.62 2.57
H 4.26 -4.91 1.44
Re 0.00 -0.27 -0.59
H 0.11 -2.57 0.81
C 0.64 0.45 2.77
H 0.24 0.54 3.78
C 3.10 -1.37 0.48
N -1.47 1.23 0.29
C -2.68 0.77 0.04
C 1.95 1.19 2.66
C 3.94 -3.91 1.17
O -0.76 3.09 -2.91
C 4.02 1.76 1.55
C -1.79 -1.44 -0.30
O 0.70 1.69 -1.07
C 4.88 1.32 -3.66
C 0.76 -2.16 0.03
C 3.65 2.50 3.80
C 3.85 -0.24 -2.19
C 4.47 2.42 2.69
C -0.39 3.45 0.66
H -3.85 5.02 -0.20
C -3.33 -3.34 -0.34
S -3.88 1.96 -0.24
H -1.25 -3.50 -0.66
H 5.88 -3.03 1.47
C 2.19 -2.41 0.45
H -5.05 -0.51 0.26
H -1.91 6.46 0.31
C 4.43 -1.59 0.85
H -0.11 0.82 2.08
C -2.71 3.21 0.04
H 5.46 1.55 -4.54
C 3.64 2.12 -1.72
H -3.47 -4.41 -0.46
H 4.94 -0.81 -3.93
C -2.89 4.59 0.03
C 2.62 -3.69 0.81
H 5.45 2.88 2.69
H 4.66 1.72 0.68
C -4.21 -1.17 0.06
C -0.56 4.81 0.65
C -2.93 -0.65 -0.07
C 4.85 -2.86 1.19
H 3.98 3.02 4.69
H 3.61 -1.27 -1.94
P 2.34 0.19 0.02
H 4.60 3.38 -3.15
```

Computed properties:
charge = 0
molar mass = 842.8 g mol⁻¹
LUMO energy (alpha / beta) = -0.798 / -0.769 eV
<S²> = 0.76
multiplicity = 2
highest occupied orbital energy (alpha / beta) = -8.13 / -7.96 eV
total energy = -4887.29649 a.u.
orbital gap (alpha / beta) = 0.2695 / 0.2643 Eh
energy above the lowest of the compared OMol25 structures with the same formula, charge and spin = 14.61 kcal per mole

***

Which value of charge does entry 1 give? -1

***

Which formula does entry 2 have? C34H28NO4PReSSe